Record 1
Here is a cluster of 2 separate species, C5H10N2O in total in a non-equilibrium geometry from the Open Molecules 2025 dataset. Energies are from the ωB97M-V functional and the def2-TZVPD basis.

total charge	0
energy	-10373.89141	eV
spin multiplicity	1
lowest unoccupied orbital energy	0.86	eV
gap between HOMO and LUMO	9.4	eV
energy relative to the best compared isomer or geometry (same formula, charge and spin)	32.6	kcal/mol

```
18
Properties=species:S:1:pos:R:3:mulliken_charge:R:1
C -1.0250 -1.5408 0.2570 -0.98
C 0.4045 -1.1071 0.3139 0.68
C 1.2110 -0.5809 1.3089 -0.63
N 2.4386 -0.4544 0.7507 -0.04
C 2.4002 -1.0099 -0.4934 -0.21
N 1.1806 -1.4100 -0.7720 -0.61
H -1.6737 -1.8067 1.0902 0.33
H -1.0121 -2.3727 -0.4468 0.31
H -1.6404 -0.7562 -0.1906 0.17
H 0.9656 -0.4457 2.3445 0.40
H 3.2552 -0.0824 1.1817 0.16
H 3.2204 -1.0185 -1.1884 0.42
C -1.3723 1.8861 -0.6397 -0.53
O -2.5103 2.6493 -0.3827 -0.51
H -1.2713 1.3255 0.2874 0.13
H -0.4112 2.3641 -0.8556 0.32
H -1.3764 1.1621 -1.4744 0.30
H -2.7835 3.1981 -1.0907 0.27
```

Record 2
Here is an isolated molecule of C5H10N2O in a non-equilibrium geometry from the Open Molecules 2025 dataset. Energies are from the ωB97M-V functional and the def2-TZVPD basis.

total charge	0
energy	-10374.03571	eV
spin multiplicity	1
lowest unoccupied orbital energy	0.94	eV
gap between HOMO and LUMO	9.2	eV
energy relative to the best compared isomer or geometry (same formula, charge and spin)	29.3	kcal/mol

```
18
Properties=species:S:1:pos:R:3:mulliken_charge:R:1
C -2.0175 1.4323 -0.3880 -1.39
C -0.7379 0.7839 0.0265 0.00
C -0.5292 -0.5409 0.0780 0.43
N -1.5445 -1.4845 -0.0163 -0.55
C 0.8949 -1.0709 0.0179 0.67
O 0.8299 -2.3221 -0.5035 -0.56
N 2.0759 -0.6738 0.2396 -0.69
C 2.3639 0.6456 0.7578 -0.92
H -1.8224 2.4852 -0.6199 0.34
H -2.3809 0.9761 -1.3158 0.37
H -2.7892 1.3813 0.3817 0.31
H 0.0739 1.4837 0.1530 0.14
H -2.4069 -1.1427 -0.4215 0.26
H -1.1890 -2.3332 -0.4633 0.28
H 1.7536 -2.6064 -0.6047 0.35
H 1.8670 0.8272 1.7151 0.35
H 3.4422 0.7301 0.9275 0.28
H 2.1163 1.4290 0.0359 0.31
```

Record 3
Here is a cluster of 2 separate species, C5H10N2O in total in a non-equilibrium geometry from the Open Molecules 2025 dataset. Energies are from the ωB97M-V functional and the def2-TZVPD basis.

total charge	0
energy	-10373.40843	eV
spin multiplicity	1
lowest unoccupied orbital energy	0.77	eV
gap between HOMO and LUMO	9.6	eV
energy relative to the best compared isomer or geometry (same formula, charge and spin)	43.7	kcal/mol

```
18
Properties=species:S:1:pos:R:3:mulliken_charge:R:1
C -2.2854 1.1768 -1.0901 -1.54
C -0.7956 1.4171 -0.5118 -0.46
C 0.1248 0.2258 -0.3384 0.89
C 1.0697 0.1288 0.6722 -1.03
N 2.1024 -0.6557 0.1831 -0.02
C 1.6993 -1.1503 -1.0627 -0.23
N 0.5133 -0.5814 -1.4235 -0.59
H -2.2730 0.9343 -2.1012 0.38
H -2.8910 1.9599 -1.1852 0.52
H -2.7446 0.4513 -0.5743 0.43
H -0.2742 2.2406 -1.0647 0.25
H -1.0000 1.7743 0.4431 0.32
H 1.2151 0.7743 1.6289 0.44
H 2.8663 -1.0115 0.7431 0.24
H 2.4162 -1.6509 -1.6381 0.40
O 0.3127 -2.2417 2.7228 -0.68
H -0.3784 -2.5438 1.9784 0.34
H 0.3225 -1.2477 2.6184 0.34
```

Record 4
Here is a cluster of 3 separate species, C5H10N2O in total in a non-equilibrium geometry from the Open Molecules 2025 dataset. Energies are from the ωB97M-V functional and the def2-TZVPD basis.

total charge	0
energy	-10362.48393	eV
spin multiplicity	1
lowest unoccupied orbital energy	-1.50	eV
gap between HOMO and LUMO	8.1	eV
energy relative to the best compared isomer or geometry (same formula, charge and spin)	295.7	kcal/mol

```
18
Properties=species:S:1:pos:R:3:mulliken_charge:R:1
C -0.3777 1.9220 -0.3221 -0.40
C 0.7775 0.7514 -0.5055 -0.46
C 0.3227 -0.2110 0.6143 -0.06
C -0.6593 -1.3739 0.4242 -0.35
C 1.4428 -2.2862 1.0625 0.14
H -1.5896 2.9216 -2.7032 0.16
H -2.4314 0.3746 -1.8129 0.16
H -0.0195 3.0987 -0.3859 0.31
H -0.5154 1.9361 0.9038 0.26
H 0.6212 0.1942 -1.5442 0.28
H 1.9353 0.9422 -0.4589 0.28
H 0.6686 -0.1748 1.7662 0.30
H -1.5228 -1.4716 -0.4762 0.17
H -1.1376 -1.6445 1.4510 0.26
H 1.0343 -3.4507 1.3076 0.25
N -1.7347 1.9416 -1.1077 -0.50
N 0.7547 -1.6131 0.1170 -0.30
O 2.4309 -1.8564 1.6700 -0.50
```

Record 5
Here is an isolated molecule of C5H10N2O in a non-equilibrium geometry from the Open Molecules 2025 dataset. Energies are from the ωB97M-V functional and the def2-TZVPD basis.

total charge	0
energy	-10369.52802	eV
spin multiplicity	1
lowest unoccupied orbital energy	0.11	eV
gap between HOMO and LUMO	7.6	eV
energy relative to the best compared isomer or geometry (same formula, charge and spin)	133.2	kcal/mol

```
18
Properties=species:S:1:pos:R:3:mulliken_charge:R:1
C 0.1487 -1.6317 -1.6181 -1.29
C 0.4846 -1.4183 -0.1601 0.78
O 1.0319 -2.3374 0.4401 -0.60
C 0.4027 -0.0227 0.6762 0.41
N 0.7519 -0.2420 2.0001 -0.45
C -0.7780 0.5028 0.2545 -0.02
C 0.0216 2.0093 0.7386 -1.34
N -1.4371 0.7417 -0.9170 -0.51
H 0.6533 -2.5434 -1.9542 0.37
H -0.9173 -1.8284 -1.7492 0.28
H 0.4632 -0.8066 -2.2580 0.32
H 0.7626 -1.2111 2.3079 0.22
H 1.2823 0.4405 2.5223 0.20
H -0.6836 2.7551 0.3547 0.43
H 0.9606 2.4120 0.3463 0.36
H -0.0266 2.1769 1.8171 0.33
H -2.2465 0.1413 -1.0458 0.28
H -0.8745 0.8618 -1.7553 0.21
```

Record 6
Here is a cluster of 2 separate species, C5H10N2O in total in a non-equilibrium geometry from the Open Molecules 2025 dataset. Energies are from the ωB97M-V functional and the def2-TZVPD basis.

total charge	0
energy	-10365.62583	eV
spin multiplicity	1
lowest unoccupied orbital energy	0.61	eV
gap between HOMO and LUMO	8.5	eV
energy relative to the best compared isomer or geometry (same formula, charge and spin)	223.2	kcal/mol

```
18
Properties=species:S:1:pos:R:3:mulliken_charge:R:1
C -0.4210 -0.7078 0.5885 0.78
C 0.8320 -0.1062 0.8659 -1.01
C 0.7507 0.1691 -1.4046 -0.63
C -0.4944 0.6476 -0.7279 -0.02
C -1.4791 0.2405 0.3206 -0.75
H -0.6210 -2.7360 0.7026 0.29
H 0.8033 -2.3142 0.1033 0.35
H 1.3818 -0.7882 1.5491 0.49
H 0.7440 0.8604 1.1453 0.12
H 1.1311 0.8214 -2.1071 0.46
H 0.6912 -0.8164 -1.9663 0.31
H -1.3398 2.4624 0.1225 0.30
H 0.7355 2.1405 0.6606 0.40
H -2.1247 -0.5312 -0.1398 0.21
H -1.9279 0.8503 0.9906 0.53
N -0.3434 -2.0475 -0.0434 -0.69
N -0.0524 2.0988 -0.2715 -0.73
O 1.7341 -0.2434 -0.3882 -0.41
```